{"formula": "C82H186Cl16O33", "method": "ωB97M-V/def2-TZVPD", "elements": ["Cl", "C", "C", "Cl", "H", "H", "H", "H", "Cl", "C", "C", "Cl", "H", "H", "H", "H", "Cl", "C", "C", "Cl", "H", "H", "H", "H", "Cl", "C", "C", "Cl", "H", "H", "H", "H", "Cl", "C", "C", "Cl", "H", "H", "H", "H", "Cl", "C", "C", "Cl", "H", "H", "H", "H", "Cl", "C", "C", "Cl", "H", "H", "H", "H", "Cl", "C", "C", "Cl", "H", "H", "H", "H", "C", "O", "C", "C", "O", "C", "C", "O", "C", "H", "H", "H", "H", "H", "H", "H", "H", "H", "H", "H", "H", "H", "H", "C", "O", "C", "C", "O", "C", "C", "O", "C", "H", "H", "H", "H", "H", "H", "H", "H", "H", "H", "H", "H", "H", "H", "C", "O", "C", "C", "O", "C", "C", "O", "C", "H", "H", "H", "H", "H", "H", "H", "H", "H", "H", "H", "H", "H", "H", "C", "O", "C", "C", "O", "C", "C", "O", "C", "H", "H", "H", "H", "H", "H", "H", "H", "H", "H", "H", "H", "H", "H", "C", "O", "C", "C", "O", "C", "C", "O", "C", "H", "H", "H", "H", "H", "H", "H", "H", "H", "H", "H", "H", "H", "H", "C", "O", "C", "C", "O", "C", "C", "O", "C", "H", "H", "H", "H", "H", "H", "H", "H", "H", "H", "H", "H", "H", "H", "C", "O", "C", "C", "O", "C", "C", "O", "C", "H", "H", "H", "H", "H", "H", "H", "H", "H", "H", "H", "H", "H", "H", "C", "O", "C", "C", "O", "C", "C", "O", "C", "H", "H", "H", "H", "H", "H", "H", "H", "H", "H", "H", "H", "H", "H", "C", "O", "C", "C", "O", "C", "C", "O", "C", "H", "H", "H", "H", "H", "H", "H", "H", "H", "H", "H", "H", "H", "H", "C", "O", "C", "C", "O", "C", "C", "O", "C", "H", "H", "H", "H", "H", "H", "H", "H", "H", "H", "H", "H", "H", "H", "C", "O", "C", "C", "O", "C", "C", "O", "C", "H", "H", "H", "H", "H", "H", "H", "H", "H", "H", "H", "H", "H", "H"], "coordinates": [[-0.1262, 1.8576, -1.7175], [0.3176, 0.6311, -0.4095], [0.9299, -0.6918, -0.9474], [2.6471, -0.6668, -1.5353], [-0.6652, 0.4154, 0.0098], [0.9433, 1.1636, 0.3068], [0.3449, -1.0032, -1.8128], [0.7095, -1.5100, -0.2617], [2.1889, -6.2423, -3.2815], [2.6848, -4.5030, -3.4995], [4.1013, -4.2034, -2.8151], [5.4116, -5.1244, -3.6585], [1.9002, -3.9424, -2.9913], [2.5749, -4.2923, -4.5633], [4.2011, -4.4067, -1.7489], [4.3214, -3.1406, -2.9157], [-2.5110, -1.3318, -1.2256], [-2.5203, -2.4310, -2.6450], [-2.2489, -3.8373, -2.3339], [-0.5120, -3.9256, -1.8214], [-1.9082, -2.0769, -3.4745], [-3.5410, -2.3686, -3.0223], [-2.3042, -4.5517, -3.1553], [-2.8794, -4.1458, -1.5000], [2.2362, 4.8306, -2.4879], [1.0617, 5.5635, -3.6866], [-0.0489, 6.4140, -2.9454], [-1.1403, 5.2542, -2.1795], [0.6338, 4.7609, -4.2872], [1.6216, 6.2232, -4.3495], [-0.6162, 6.9540, -3.7034], [0.2840, 7.1384, -2.2021], [1.2859, 7.5519, 2.8559], [1.8745, 5.8635, 2.6349], [1.2706, 4.8850, 3.6067], [-0.3963, 4.4652, 3.1647], [2.9464, 5.8185, 2.8273], [1.7053, 5.5967, 1.5917], [1.2943, 5.2132, 4.6458], [1.8227, 3.9455, 3.5822], [-5.2818, 3.8441, 2.0411], [-3.5485, 3.9838, 1.6707], [-3.3395, 3.5452, 0.1819], [-3.4632, 1.8302, -0.1028], [-3.0111, 3.4261, 2.4378], [-3.2949, 5.0435, 1.6981], [-2.2819, 3.6894, -0.0389], [-3.9131, 4.0874, -0.5698], [-1.7697, -0.3039, -5.7251], [-3.2580, 0.3344, -6.4446], [-4.3794, -0.6925, -6.1594], [-4.1081, -2.0751, -7.2301], [-3.0937, 0.5068, -7.5082], [-3.5144, 1.3334, -6.0918], [-5.3453, -0.2785, -6.4488], [-4.4271, -0.9852, -5.1105], [-4.1472, -4.2106, 3.9296], [-3.0154, -5.4700, 4.4683], [-1.5476, -4.9764, 4.3936], [-1.0451, -4.9076, 2.6620], [-3.2182, -6.4028, 3.9421], [-3.1386, -5.7835, 5.5049], [-0.8498, -5.6721, 4.8596], [-1.4029, -4.0257, 4.9067], [8.1673, 1.4139, -0.1561], [6.7534, 1.5625, -0.2473], [6.1262, 1.2396, -1.5133], [5.9908, -0.2285, -1.8401], [7.2952, -0.6113, -2.0659], [7.4926, -2.0246, -2.3699], [7.5034, -2.8974, -1.0765], [6.2021, -3.0404, -0.5825], [6.0472, -3.7656, 0.6539], [8.3627, 0.3445, -0.2355], [8.4190, 1.7240, 0.8581], [8.6754, 1.9256, -0.9734], [6.6625, 1.7081, -2.3385], [5.1238, 1.6667, -1.4811], [5.2882, -0.3863, -2.6584], [5.5756, -0.7147, -0.9573], [8.4905, -2.1125, -2.7996], [6.7480, -2.4344, -3.0523], [8.2106, -2.4333, -0.3891], [7.8616, -3.8923, -1.3407], [6.9342, -3.8151, 1.2855], [5.7086, -4.7762, 0.4256], [5.2888, -3.2733, 1.2626], [-3.2997, 1.5400, 7.3334], [-3.1140, 0.7265, 6.1870], [-3.3114, 1.3652, 4.9228], [-3.1617, 0.1735, 3.9139], [-1.7794, -0.1117, 3.7647], [-1.5826, -1.2236, 2.8885], [-0.1394, -1.7175, 2.8750], [0.6643, -0.6395, 2.3541], [2.0630, -0.7087, 2.6301], [-4.2473, 2.0584, 7.1874], [-2.4847, 2.2629, 7.3720], [-3.3521, 0.8870, 8.2046], [-2.5771, 2.1329, 4.6789], [-4.2918, 1.8293, 5.0303], [-3.6325, 0.3880, 2.9545], [-3.6608, -0.6893, 4.3549], [-1.8547, -0.8973, 1.8847], [-2.3718, -1.9710, 2.9693], [-0.1044, -2.5923, 2.2257], [0.1417, -2.0067, 3.8876], [2.4825, 0.2201, 2.2436], [2.5085, -1.5168, 2.0499], [2.3269, -0.9212, 3.6661], [3.1214, 7.6934, 6.2371], [3.3037, 6.3290, 6.0222], [4.6192, 5.8500, 6.0752], [4.7894, 4.3972, 5.5560], [4.3755, 4.2658, 4.1901], [4.5081, 2.9682, 3.6656], [4.4088, 2.8786, 2.1453], [3.2445, 3.4190, 1.5963], [2.8920, 2.9848, 0.3054], [2.1288, 7.9302, 6.6200], [3.1746, 8.2383, 5.2946], [3.8836, 8.0324, 6.9387], [4.8422, 5.8215, 7.1418], [5.3552, 6.5279, 5.6428], [4.1534, 3.6652, 6.0538], [5.8107, 4.0315, 5.6629], [3.7024, 2.3670, 4.0870], [5.4454, 2.5245, 4.0013], [4.4923, 1.8229, 1.8874], [5.2086, 3.2830, 1.5249], [2.8275, 1.8992, 0.2309], [3.6613, 3.3301, -0.3852], [1.9687, 3.5103, 0.0617], [-3.4179, 3.5534, -4.0996], [-4.6688, 3.9424, -4.6642], [-4.7341, 5.2239, -5.2926], [-4.9024, 6.3274, -4.2965], [-5.3427, 7.5161, -4.9907], [-5.6566, 8.6266, -4.1202], [-6.2440, 9.8116, -4.9091], [-7.2996, 9.4246, -5.8334], [-8.5607, 9.0495, -5.3214], [-3.2126, 4.2003, -3.2467], [-2.6619, 3.6911, -4.8726], [-3.2960, 2.4931, -3.8783], [-5.6841, 5.3441, -5.8133], [-3.8743, 5.2948, -5.9588], [-3.9520, 6.5390, -3.8065], [-5.6364, 5.9971, -3.5614], [-4.7436, 8.9416, -3.6149], [-6.4171, 8.3567, -3.3875], [-5.4595, 10.1885, -5.5653], [-6.6462, 10.6386, -4.3239], [-8.8539, 9.8414, -4.6322], [-8.4892, 8.0463, -4.9012], [-9.3938, 9.1101, -6.0217], [2.1259, -4.4491, 0.8640], [2.3695, -5.7706, 1.2107], [1.4627, -6.7527, 0.7396], [2.0892, -8.1634, 0.9444], [1.0814, -9.1522, 0.6989], [1.5967, -10.4958, 0.6429], [0.4992, -11.5956, 0.7151], [-0.1359, -11.5143, -0.5416], [-1.1016, -12.5742, -0.8102], [2.8253, -3.8398, 1.4364], [1.1044, -4.1146, 1.0448], [2.2509, -4.2837, -0.2061], [1.3326, -6.5689, -0.3270], [0.5205, -6.7647, 1.2875], [2.4089, -8.3087, 1.9763], [2.9221, -8.2086, 0.2427], [2.3745, -10.6177, 1.3967], [2.1789, -10.6364, -0.2678], [-0.2161, -11.3986, 1.5136], [0.9290, -12.5720, 0.9389], [-1.7040, -12.8314, 0.0611], [-0.5733, -13.5061, -1.0114], [-1.6605, -12.3473, -1.7181], [-7.5296, -3.7600, 6.2991], [-7.6542, -2.3783, 5.9286], [-6.4472, -1.5433, 6.0839], [-6.8280, -0.1360, 5.5519], [-6.8480, -0.0789, 4.1470], [-7.8144, -0.8040, 3.4538], [-8.1372, -0.2227, 2.0499], [-7.1763, -0.4433, 1.0311], [-5.8740, -0.0655, 1.3429], [-7.3317, -3.7601, 7.3709], [-6.7072, -4.2798, 5.8075], [-8.4081, -4.3875, 6.1488], [-5.5913, -2.0025, 5.5892], [-6.1536, -1.3044, 7.1060], [-6.0318, 0.5332, 5.8779], [-7.8185, 0.0738, 5.9554], [-8.7350, -0.9080, 4.0282], [-7.5485, -1.8458, 3.2751], [-8.2343, 0.8545, 2.1853], [-9.1304, -0.6146, 1.8306], [-5.0662, -0.3175, 0.6559], [-5.5630, -0.6704, 2.1946], [-5.8209, 1.0062, 1.5345], [6.1210, -0.4964, 2.0487], [5.1503, -1.2226, 2.7617], [5.5758, -1.6159, 4.0352], [5.2578, -0.5450, 5.0861], [5.0724, -1.1316, 6.3772], [4.8037, -0.2335, 7.4665], [4.1462, -0.8874, 8.6995], [5.1380, -1.5711, 9.4315], [4.6284, -2.1093, 10.7069], [6.3864, 0.4285, 2.5607], [5.5951, -0.1449, 1.1610], [7.0238, -0.9946, 1.6952], [6.6076, -1.9594, 3.9616], [5.0044, -2.4634, 4.4140], [4.3970, 0.0521, 4.7852], [6.1314, 0.1058, 5.1228], [4.1697, 0.5711, 7.0941], [5.6833, 0.2703, 7.8673], [3.3614, -1.6067, 8.4655], [3.6001, -0.1627, 9.3033], [4.2531, -1.2030, 11.1822], [5.4025, -2.5445, 11.3390], [3.8459, -2.8537, 10.5600], [1.2075, 1.4036, 5.0430], [1.6959, 2.1798, 6.1024], [1.4859, 1.5180, 7.3550], [1.9052, 2.4266, 8.5202], [1.1564, 3.5960, 8.8802], [1.3521, 4.7624, 8.1327], [0.0978, 5.6569, 7.9732], [-0.3498, 6.0378, 9.3010], [-1.6078, 6.6532, 9.1685], [1.4758, 1.7942, 4.0614], [0.1207, 1.4276, 5.1230], [1.4059, 0.3328, 5.0884], [2.1130, 0.6408, 7.5143], [0.4363, 1.2493, 7.4746], [2.9629, 2.6885, 8.5496], [1.7662, 1.7799, 9.3865], [1.6820, 4.5154, 7.1235], [2.1704, 5.3390, 8.5639], [-0.6697, 5.0553, 7.4860], [0.3687, 6.4517, 7.2781], [-2.3818, 6.0045, 8.7584], [-1.5796, 7.5144, 8.5009], [-1.8469, 7.0114, 10.1698], [-5.3489, -5.1897, -3.9366], [-5.3643, -3.8192, -3.6324], [-6.4290, -3.4263, -2.7364], [-6.0574, -2.1191, -1.9680], [-5.8173, -1.1853, -3.0244], [-5.4736, 0.0599, -2.5288], [-5.9345, 1.1272, -3.4728], [-7.3258, 1.2338, -3.6854], [-7.6148, 2.4796, -4.3985], [-6.0794, -5.4480, -4.7033], [-5.4908, -5.8438, -3.0763], [-4.3791, -5.4351, -4.3695], [-6.6957, -4.1720, -1.9876], [-7.3606, -3.4066, -3.3019], [-5.1611, -2.2966, -1.3737], [-6.8541, -1.7312, -1.3332], [-4.3855, 0.0275, -2.4738], [-5.8910, 0.3488, -1.5642], [-5.4397, 1.0156, -4.4376], [-5.6493, 2.1210, -3.1278], [-7.5580, 3.3724, -3.7758], [-8.6455, 2.5744, -4.7403], [-6.9355, 2.7188, -5.2167], [4.4460, -2.7721, -6.0842], [4.6059, -2.2937, -7.3987], [3.8950, -3.1738, -8.3515], [2.4126, -2.7308, -8.5798], [1.6758, -3.2331, -7.4446], [0.1985, -3.1298, -7.4781], [-0.5015, -3.7266, -6.2873], [-0.1292, -5.0761, -5.9930], [-1.0555, -5.7529, -5.2137], [4.8083, -3.7979, -6.0173], [3.3776, -2.8032, -5.8706], [4.9069, -2.0881, -5.3716], [4.0414, -4.2454, -8.2162], [4.5082, -3.1969, -9.2524], [1.9434, -3.1328, -9.4777], [2.3909, -1.6412, -8.5627], [-0.1211, -3.7550, -8.3118], [-0.1297, -2.0975, -7.5994], [-1.5689, -3.7242, -6.5079], [-0.4827, -3.0104, -5.4658], [-0.9418, -6.8154, -5.4286], [-2.0963, -5.5349, -5.4528], [-0.8400, -5.6404, -4.1511], [5.4126, 0.8601, -11.7173], [4.6054, 1.2813, -10.5840], [4.8095, 0.4162, -9.4752], [3.7643, 0.8215, -8.4449], [2.4595, 0.5992, -8.9177], [1.3891, 0.6958, -7.9358], [1.1748, 2.0559, -7.3334], [2.0891, 2.3971, -6.2541], [1.8859, 1.5708, -5.0894], [5.2730, 1.5698, -12.5328], [5.2177, -0.1443, -12.0932], [6.4487, 0.8602, -11.3788], [5.8289, 0.5503, -9.1134], [4.6131, -0.6400, -9.6593], [3.8678, 1.8719, -8.1727], [3.8448, 0.2633, -7.5122], [1.4557, -0.1344, -7.2326], [0.5479, 0.5357, -8.6103], [0.1830, 2.1665, -6.8950], [1.2743, 2.7857, -8.1369], [2.2132, 0.5467, -5.2683], [0.8509, 1.5338, -4.7496], [2.3646, 2.0165, -4.2174]], "forces_ev_per_a": [[0.6, -0.7, 0.4], [0.2, -0.3, -0.7], [-1.2, 0.6, -0.7], [-0.7, 0.1, 0.7], [0.3, -0.2, 0.2], [-0.2, -0.2, -0.1], [0.1, 0.3, -0.2], [0.8, 0.2, 0.5], [0.3, 0.5, 0.0], [0.8, -0.4, 1.4], [-1.2, -0.2, -1.4], [-0.3, 0.2, 0.4], [0.2, 0.1, 0.1], [0.6, -0.1, 0.1], [-0.5, -0.4, -0.2], [0.0, 0.0, -0.3], [0.4, -0.4, -0.2], [-1.4, 0.8, -1.4], [0.9, -0.6, 1.1], [0.0, -0.4, 0.3], [0.4, 0.4, 0.5], [-0.1, 0.0, 0.0], [-0.4, 0.5, -0.1], [0.2, -0.3, 0.0], [-0.7, 0.4, -0.8], [-0.1, 1.2, 1.1], [0.9, -1.0, -1.2], [-0.3, 0.1, 0.5], [-0.1, 0.0, 0.3], [0.2, -0.1, 0.2], [0.0, -0.1, 0.0], [0.4, -0.4, -0.1], [0.1, -0.3, 0.0], [0.5, -0.2, 0.2], [0.2, -0.3, 0.1], [-0.6, -0.1, 0.0], [0.0, 0.4, -0.1], [-0.1, 0.0, 0.2], [-0.1, 0.3, -0.2], [0.1, 0.2, -0.3], [-0.4, 0.0, 0.3], [-0.5, 0.1, -1.8], [1.7, 0.5, 1.2], [-0.6, -1.0, -0.1], [0.2, -0.1, -0.5], [0.1, -0.1, 0.3], [0.0, 0.6, 0.0], [-0.3, 0.0, 0.5], [0.5, 0.4, 0.1], [-1.0, -0.2, -0.1], [0.3, 1.2, -0.7], [-0.1, -0.6, 0.0], [0.0, -0.6, 0.0], [0.2, -0.2, 0.7], [0.0, 0.0, 0.1], [0.1, -0.2, -0.2], [0.0, -0.3, 0.3], [1.3, -0.3, 0.7], [-0.6, -0.7, -0.6], [-0.1, 0.1, 0.4], [0.3, 0.4, -0.6], [-0.6, 0.7, 0.3], [-0.3, -0.2, 0.0], [-0.2, 0.2, -0.4], [-1.0, -1.1, -0.1], [-0.8, 0.0, -0.7], [-0.2, 0.6, 0.3], [-0.3, 0.9, 1.6], [1.2, -2.5, -1.3], [0.0, 0.2, 1.7], [0.0, 0.2, -1.3], [-0.5, 0.4, 1.1], [-0.3, 0.2, -0.5], [0.5, 0.0, 0.0], [0.3, 0.4, -0.3], [0.2, 0.3, 0.2], [0.2, 0.2, 0.0], [0.0, 0.2, 0.2], [0.1, 0.0, -0.5], [-0.1, -0.3, 0.0], [-0.1, 0.1, -0.2], [-0.1, 0.3, -0.2], [-0.1, 0.1, 0.4], [0.4, -0.2, -0.2], [0.4, 0.1, -0.3], [0.1, -0.2, 0.1], [-0.1, 0.1, -0.2], [-0.1, -0.1, -1.3], [0.6, -0.4, 0.2], [0.1, -1.7, 0.3], [-0.1, 1.1, 0.8], [0.0, -0.6, 0.0], [-0.3, 0.9, -0.8], [-0.6, 1.0, -0.3], [-0.2, -0.4, 0.9], [-0.4, -0.7, -1.0], [-0.2, 0.4, 0.4], [0.0, 0.2, 0.5], [0.2, 0.2, -0.1], [0.3, 0.1, 0.2], [-0.3, 0.0, -0.9], [0.0, 0.2, -0.2], [-0.2, -0.1, 0.0], [0.4, 0.5, -0.6], [0.3, -0.7, 1.0], [0.2, 0.1, 0.0], [0.4, 0.1, 0.2], [0.1, 0.1, 0.4], [0.2, -0.2, -0.2], [-0.2, 0.4, 0.2], [0.5, 0.5, -0.2], [-1.0, -1.2, -0.9], [0.3, -0.8, 0.7], [-1.3, -0.1, -0.9], [0.6, 1.3, -0.5], [-0.4, 0.2, -0.1], [0.7, -0.3, -0.9], [-1.3, 0.1, 1.2], [0.7, 0.7, 0.2], [0.0, -0.5, 0.3], [0.4, 0.2, -0.1], [0.0, 0.4, 0.1], [0.6, -0.2, 0.3], [-0.1, 0.1, -0.5], [-0.2, 0.2, 0.9], [0.4, 0.4, 0.1], [-0.2, -0.4, 0.1], [0.3, -0.2, -0.2], [-0.3, -0.5, 0.2], [0.8, 0.5, 0.7], [-0.1, -0.1, 0.0], [0.1, -0.1, -0.4], [-0.1, -0.4, -0.1], [0.2, 1.2, -0.9], [-0.8, -0.8, 0.0], [-0.2, -0.6, 0.2], [0.7, 1.5, 0.3], [-0.3, 0.1, 0.6], [-0.5, -0.2, -0.4], [-0.7, -1.1, -1.6], [0.7, 0.1, -0.7], [0.6, 0.8, 0.8], [0.3, -0.4, 0.1], [0.5, 0.5, 0.0], [-1.0, 0.0, 0.3], [0.1, -0.9, -0.7], [0.0, 0.5, -0.1], [0.1, 0.2, 0.4], [-0.1, 0.1, 0.2], [0.0, 0.2, 0.2], [0.1, -0.5, 0.3], [-0.1, 0.1, -0.1], [0.3, -0.2, 0.7], [-0.1, -0.3, 0.9], [-0.4, 0.1, 0.4], [0.7, -0.3, -0.8], [-0.3, 0.3, -0.4], [0.3, -1.0, 0.9], [0.4, -0.7, 0.0], [-0.8, 0.5, -0.2], [0.1, -0.5, -0.3], [0.2, 0.2, 0.2], [0.4, 1.6, -0.4], [-1.3, -1.2, -0.5], [1.5, 0.1, 0.4], [-0.1, 0.1, -0.1], [-0.2, -0.1, 0.4], [0.4, 0.0, -0.4], [-0.5, -0.2, -0.2], [-0.2, 0.4, -0.1], [0.4, 0.3, 0.1], [0.2, -0.5, 0.0], [-0.2, -0.1, 0.7], [-0.3, 0.0, -0.5], [-0.1, 0.2, 0.2], [0.3, -0.2, -0.3], [-0.5, 0.6, 0.0], [0.4, -0.1, -0.2], [-0.1, 0.4, 0.4], [0.9, 0.7, 0.9], [0.7, 0.0, 0.0], [-1.5, 0.2, -0.3], [0.4, -2.1, -0.6], [0.6, 0.8, -0.3], [-0.6, -0.7, -1.0], [0.8, 0.8, 1.7], [-1.2, -1.1, -1.2], [0.7, -0.2, 1.4], [0.1, -0.4, 0.2], [0.2, 0.2, -0.3], [-0.4, 0.8, -0.4], [0.0, 0.1, -0.3], [-0.3, -0.8, 0.6], [-0.3, 0.3, 0.0], [0.0, 0.4, 0.2], [-0.3, 0.4, 0.1], [0.6, -0.3, 0.2], [-0.2, 0.3, 0.0], [0.3, -0.2, -0.8], [-0.8, -0.1, -1.1], [0.1, 0.5, 0.6], [0.2, 0.1, 0.3], [-1.0, 1.3, -0.9], [0.1, -0.5, -0.1], [-0.8, -0.5, 1.0], [1.3, 0.4, 0.7], [-0.2, -0.3, 0.4], [-0.5, 0.0, -0.1], [0.1, -1.0, -0.6], [0.3, -0.9, 1.3], [0.2, 1.5, -1.3], [0.3, 0.0, 0.3], [0.2, -0.1, -0.1], [0.0, -0.6, 0.4], [0.3, 0.3, 0.5], [-0.2, -0.4, -0.6], [-0.3, -0.1, -0.1], [0.0, 0.6, 0.2], [-0.3, 0.1, 0.0], [0.5, -0.2, -0.3], [-0.2, -0.2, -0.7], [0.4, 0.7, 0.2], [-0.4, -0.3, 0.6], [0.3, 0.2, -0.6], [-0.1, 0.1, -0.2], [-1.7, -0.2, -0.2], [1.0, -0.6, 0.7], [0.2, 2.1, 0.2], [-0.5, 0.4, 0.9], [-0.8, -1.1, -0.2], [0.1, 0.6, -1.0], [1.0, -1.9, 1.6], [0.2, 0.0, -2.1], [0.1, 0.6, 0.6], [0.3, 0.1, 0.2], [-0.4, 0.1, -0.4], [0.7, 0.0, 0.2], [0.0, -0.4, -0.5], [-0.2, -0.1, -0.1], [0.3, -0.1, -0.6], [0.0, -0.1, 0.2], [0.0, 0.0, -0.2], [0.1, 0.3, 0.3], [-0.3, -0.1, 0.0], [-0.1, 0.6, 0.4], [-0.1, -0.4, 0.2], [0.2, 0.3, -0.1], [-0.4, -0.1, -0.1], [0.2, -0.2, -0.5], [-0.3, 0.3, 1.4], [0.0, 0.1, 0.5], [-0.4, -1.0, -2.4], [-0.8, -1.0, 0.6], [0.1, 1.1, -0.3], [0.3, 1.4, -0.8], [-0.9, 0.9, -0.9], [-0.1, 0.0, 0.7], [-0.3, 0.0, 0.0], [-0.1, 0.1, 0.3], [0.1, 0.2, 0.0], [0.7, -0.6, 0.3], [-0.1, 0.9, -0.3], [0.2, 0.0, 0.1], [-0.2, -0.3, 0.1], [0.2, 0.9, 0.3], [-0.1, -0.7, 0.4], [0.1, -0.1, -0.3], [0.7, 0.0, 0.4], [0.5, -0.1, 0.8], [0.0, -1.0, -0.1], [0.2, -0.6, -0.2], [-0.9, -0.2, 0.0], [-0.7, -1.2, -1.5], [0.4, 1.0, -0.5], [0.5, -0.7, 1.5], [-1.4, 0.1, 0.8], [1.8, -1.1, -0.9], [-0.3, -0.1, 0.5], [0.5, 1.5, -0.8], [0.0, -1.1, 0.3], [0.3, 0.1, 0.3], [-0.1, 0.0, 0.3], [0.4, -0.1, -0.2], [-0.6, -0.2, 1.5], [-0.3, 1.3, -0.6], [0.3, 0.0, -0.4], [0.0, 0.0, -0.4], [0.0, 0.3, -0.5], [0.0, 0.1, -0.1], [-0.3, 0.0, -0.5], [0.7, -0.3, 0.8], [0.1, -0.1, 0.0], [-0.2, 0.5, 0.0], [-0.1, 0.2, 0.2], [-0.1, 0.6, 1.1], [0.5, -1.2, -1.4], [-1.3, 0.7, 0.4], [0.2, 0.5, 1.1], [-0.9, 0.1, 0.0], [0.5, -0.2, -1.8], [0.9, 0.3, 1.3], [-0.4, -0.4, 0.0], [-0.2, 0.5, -0.3], [0.0, 0.0, 0.2], [-0.5, -0.2, 0.2], [0.3, 0.1, -0.2], [0.1, -0.1, 0.3], [0.2, -0.2, -0.6], [0.2, 0.2, -0.1], [0.6, -0.3, 0.1], [0.0, 0.1, 0.3], [-0.4, -0.3, 0.3], [-0.4, -0.3, -0.3], [0.3, 0.2, 0.2], [0.2, 0.0, 0.2], [-0.5, 0.0, -0.5], [0.6, 0.0, -0.4]], "mulliken_charge": [0.567, 1.131, -0.314, 0.536, -0.792, -0.800, 0.298, -0.409, -0.178, 0.546, 0.211, -0.202, -0.610, 0.203, 0.241, -0.299, 0.041, 1.015, -0.395, 0.219, -0.315, -0.868, -0.241, 0.403, -0.106, -0.486, -0.696, 0.004, 0.164, 0.420, 0.282, 0.399, -0.254, 0.015, 1.378, -0.003, 0.205, 0.156, -0.289, -1.352, -0.221, 0.218, -0.598, 0.279, -0.523, 0.517, -0.230, 0.407, 0.140, -0.192, 0.112, -0.193, 0.494, -0.406, 0.452, -0.328, -0.099, -0.595, -0.735, -0.027, 0.380, 0.338, 0.473, 0.272, -0.805, -0.057, -0.672, 0.764, -0.475, -0.222, -0.888, 0.228, -0.506, 0.215, 0.269, 0.291, 0.535, -0.167, 0.246, -0.103, 0.455, -0.137, 0.384, 0.484, 0.421, 0.379, -0.248, -0.714, -0.375, -0.934, 0.084, 0.255, -0.135, 0.587, 0.586, -0.978, 0.370, 0.069, 0.281, 0.227, 0.716, 0.017, 0.074, 0.051, 0.115, -1.173, 0.400, 0.036, -0.014, 0.364, -0.910, 0.053, -0.981, -0.144, -0.236, -0.137, -0.406, -0.423, -0.156, 0.219, 0.257, 0.370, 0.495, 0.461, 0.001, 0.338, -0.494, 0.720, -0.008, 0.456, 0.010, 0.322, 0.215, -0.184, -0.024, -0.613, -0.272, -0.298, -0.461, -0.605, -0.366, -0.627, -0.291, 0.527, -0.009, 0.244, 0.279, 0.197, 0.307, 0.362, 0.351, 0.287, 0.413, 0.288, 0.217, 0.262, 1.084, -0.485, 0.132, -0.700, -0.246, -0.679, -0.506, -0.240, -0.783, -0.242, -0.504, -0.044, 0.060, 0.067, 0.329, 0.326, 0.437, 0.313, 0.312, 0.397, 0.301, 0.303, 0.242, -0.628, -0.303, -0.347, -0.564, -0.160, -0.401, -0.776, -0.276, -0.596, 0.314, 0.140, 0.272, 0.144, 0.479, 0.097, 0.505, 0.545, 0.189, 0.312, 0.436, 0.067, 0.356, 0.395, -0.792, 0.447, -1.111, 0.417, -0.362, 0.560, -0.658, -0.393, -0.720, 0.415, -0.285, 0.324, 0.376, 0.404, -0.407, 0.296, -0.426, 0.273, 0.439, 0.307, 0.317, 0.268, 0.277, -1.029, 0.951, -0.262, -1.132, -0.497, 0.382, -0.581, -0.367, -0.744, -0.290, 0.517, 0.290, 0.178, 0.381, 0.345, 0.431, -0.193, 0.229, 0.262, 0.248, 0.266, 0.319, 0.271, -0.576, -0.052, -1.063, 0.020, -0.325, 0.994, -0.259, -0.526, -0.740, 0.264, 0.387, -0.093, 0.510, 0.416, -0.069, 0.452, -0.296, 0.009, -0.335, 0.386, 0.268, 0.439, 0.201, -0.285, -0.405, -1.150, 0.128, -0.038, -0.640, -0.035, -0.381, -0.499, 0.418, -0.019, 0.155, 0.465, 0.484, 0.435, -0.153, 0.295, 0.251, 0.460, -0.051, 0.334, 0.304, -0.007, -0.769, -0.348, -0.512, -0.226, -0.581, 0.281, -0.618, -0.417, -0.380, 0.253, 0.286, 0.325, 0.450, 0.128, 0.496, 0.170, -0.031, 0.241, 0.229, 0.402, 0.071, 0.162, 0.237], "orbital_gap_ev": 9.452, "homo_energy_ev": -9.12, "total_charge": 0}